(1)
Here is a cluster of 2 separate species, C7H17NO in total from OMol25. Energies are from ωB97M-V with the def2-TZVPD basis set.

Each line ends with the Mulliken charge.
Cartesian coordinates (Å):
C  0.707  0.380  -1.143  -0.405
C  1.441  1.716  -1.427  -1.204
C  0.002  0.806  1.180  -1.459
C  2.459  -1.795  0.005  -1.125
C  1.318  -1.126  0.732  0.838
O  1.067  -1.531  1.858  -0.640
N  0.581  -0.119  0.186  0.239
H  -0.247  0.388  -1.667  0.060
H  1.211  -0.321  -1.815  0.410
H  2.003  2.057  -0.561  0.365
H  0.771  2.492  -1.776  0.346
H  -0.039  1.830  0.825  0.379
H  3.201  -2.039  0.763  0.346
H  2.127  1.562  -2.257  0.363
H  -0.815  0.248  1.610  0.496
H  0.662  0.945  2.045  0.405
H  2.174  -2.788  -0.341  0.256
H  2.869  -1.245  -0.839  0.337
C  -3.462  0.937  -1.042  -0.984
C  -3.192  0.153  0.217  -0.265
H  -3.171  1.986  -0.988  0.276
H  -2.872  0.590  -1.899  0.236
H  -4.464  0.809  -1.456  0.347
H  -3.181  -0.935  0.117  0.293
H  -2.229  0.438  0.646  -0.276
H  -3.961  0.323  0.976  0.366

Its relative energy (zero: lowest compared OMol25 entry of this formula, charge and spin) is 36.3 kcal/mol. The largest force on an atom is 0.045 hartree/bohr. For the gap between HOMO and LUMO, the calculation gives 10.06 eV. The calculation puts the LUMO energy at 0.8 eV. As for the molecular weight: 131.22 g/mol. As for the charge: 0. As for the SMILES: CCN(C)C(C)=O.CC.



(2)
Here is an isolated molecule of C21H24N6O2 from OMol25. Energies are from ωB97M-V with the def2-TZVPD basis set.

Each line ends with the Mulliken charge.
Cartesian coordinates (Å):
C  0.661  0.921  1.886  -0.971
H  1.510  0.280  1.669  0.143
H  -0.234  0.315  1.995  0.014
H  0.849  1.414  2.836  0.465
C  0.451  2.002  0.829  -0.847
N  -0.010  1.488  -0.455  0.336
C  -0.855  2.121  -1.306  0.553
O  -1.107  1.660  -2.408  -0.704
C  -1.561  3.396  -0.857  -0.711
H  -1.060  3.900  -0.037  0.343
H  -1.587  4.066  -1.717  0.429
C  -3.010  3.038  -0.472  -0.756
C  -3.015  1.837  0.396  0.509
N  -2.647  1.736  1.630  -0.354
N  -2.729  0.427  1.963  -0.545
C  -3.150  -0.204  0.918  0.983
O  -3.359  0.637  -0.120  -0.249
C  -3.348  -1.665  0.748  -1.230
C  -2.281  -2.189  -0.165  0.470
C  -2.364  -2.352  -1.517  -0.930
N  -1.174  -2.813  -2.008  0.090
C  -0.290  -2.947  -0.978  -0.842
C  1.034  -3.370  -0.969  -0.790
C  1.690  -3.388  0.243  -0.686
C  1.051  -2.992  1.423  -0.690
C  -0.263  -2.579  1.424  -0.197
C  -0.953  -2.554  0.212  1.452
H  -0.750  -2.274  2.338  0.393
H  1.605  -3.015  2.350  0.412
H  2.716  -3.721  0.289  0.496
H  1.528  -3.674  -1.880  0.421
H  -0.983  -3.010  -2.975  0.188
H  -3.195  -2.172  -2.171  0.436
H  -4.332  -1.844  0.311  0.443
H  -3.286  -2.134  1.729  0.354
H  -3.477  3.876  0.047  0.404
H  -3.576  2.800  -1.373  0.274
C  0.645  0.308  -0.986  0.364
H  -0.008  -0.079  -1.772  0.493
H  0.742  -0.443  -0.204  -0.707
C  2.018  0.605  -1.611  -1.244
N  3.055  0.769  -0.633  1.102
C  3.641  -0.202  0.097  -0.341
C  4.554  0.414  0.921  -0.705
C  4.440  1.775  0.611  -0.334
N  3.532  1.970  -0.326  -1.079
H  4.977  2.605  1.025  0.460
H  5.206  -0.043  1.636  0.430
H  3.372  -1.232  -0.022  0.536
H  2.286  -0.224  -2.273  0.391
H  1.964  1.527  -2.194  0.223
H  -0.306  2.675  1.226  0.781
H  1.385  2.557  0.679  0.522

Its relative energy (zero: lowest compared OMol25 entry of this formula, charge and spin) is 26.5 kcal/mol. The largest force on an atom is 0.027 hartree/bohr. For the gap between HOMO and LUMO, the calculation gives 8.94 eV. The calculation puts the LUMO energy at 0.7 eV. As for the molecular weight: 392.46 g/mol. As for the charge: 0. As for the SMILES: CCN(CCn1cccn1)C(=O)CCc1nnc(Cc2c[nH]c3ccccc23)o1.



(3)
Here is a structure of composition C8H29O7Ti from OMol25. Energies are from ωB97M-V with the def2-TZVPD basis set.

Each line ends with the Mulliken charge.
Cartesian coordinates (Å):
Ti  5.566  -2.607  -2.727  0.627
O  2.100  -0.718  -0.927  -0.832
H  1.515  -0.653  -0.147  0.203
C  3.789  0.604  3.768  -0.557
O  4.106  -0.586  3.069  -0.483
H  4.025  0.583  4.832  0.244
H  4.423  1.409  3.397  0.254
H  2.772  0.981  3.661  0.237
H  3.716  -0.507  2.195  0.308
C  -1.022  4.324  -0.572  -0.569
O  -1.142  2.968  -0.243  -0.478
H  -0.953  4.520  -1.642  0.257
H  -1.950  4.838  -0.321  0.227
H  -0.253  4.832  0.011  0.255
H  -0.431  2.497  -0.683  0.308
C  3.123  3.487  -4.827  -0.487
O  3.724  3.211  -3.621  -0.502
H  3.643  3.045  -5.677  0.218
H  2.124  3.051  -4.827  0.244
H  3.084  4.573  -4.911  0.198
H  3.315  2.424  -3.254  0.325
C  2.155  -5.918  1.180  -0.493
O  2.387  -5.513  -0.143  -0.507
H  3.042  -5.682  1.769  0.210
H  1.241  -5.385  1.445  0.235
H  1.975  -6.985  1.313  0.223
H  2.114  -4.593  -0.168  0.333
C  -4.058  -2.968  -4.571  -1.025
C  -3.121  -2.252  -3.618  -0.166
O  -1.910  -2.016  -4.282  -0.530
H  -5.029  -3.029  -4.080  0.328
H  -3.708  -3.997  -4.655  0.264
H  -4.042  -2.549  -5.576  0.299
H  -2.978  -2.789  -2.680  0.297
H  -3.568  -1.283  -3.392  0.232
H  -1.195  -1.798  -3.679  0.301
C  -2.687  2.179  5.436  -0.949
C  -3.828  1.317  4.922  -0.205
O  -3.259  0.407  3.968  -0.512
H  -3.069  2.904  6.155  0.296
H  -2.120  2.673  4.647  0.318
H  -1.960  1.554  5.954  0.266
H  -4.668  1.850  4.475  0.253
H  -4.198  0.688  5.731  0.240
H  -2.790  0.906  3.295  0.292

Its relative energy (zero: lowest compared OMol25 entry of this formula, charge and spin) is 156.2 kcal/mol. The largest force on an atom is 0.035 hartree/bohr. As for the expectation value of S²: 4.103. Its spin multiplicity is 4. For the gap between HOMO and LUMO (spin up / spin down), the calculation gives 3.57 / 7.56 eV. The calculation puts the LUMO energy (spin up / spin down) at -2.5 / -1.0 eV. As for the molecular weight: 285.18 g/mol. As for the charge: 0.



(4)
Here is a cluster of 2 separate species, C7H2ClFNO6S in total from OMol25. Energies are from ωB97M-V with the def2-TZVPD basis set.

Each line ends with the Mulliken charge.
Cartesian coordinates (Å):
O  -0.548  0.764  -2.961  -0.515
C  -0.132  0.158  -2.017  0.084
C  -0.088  0.776  -0.630  -0.221
C  0.660  0.191  0.301  0.342
F  0.759  0.692  1.500  -0.191
C  1.419  -1.085  -0.065  0.283
O  2.304  -1.438  0.651  -0.493
C  1.081  -1.870  -1.322  0.509
N  1.522  -3.251  -1.536  -0.396
C  0.530  -3.928  -1.667  0.362
S  -0.678  -4.695  -2.360  -0.277
C  0.358  -1.269  -2.271  -0.463
H  -0.636  1.710  -0.428  0.529
H  0.099  -1.776  -3.211  0.441
O  -0.090  3.730  3.377  -0.669
Cl  -1.329  3.005  3.206  1.670
O  -2.423  3.779  3.747  -0.680
O  -1.247  1.736  3.894  -0.661
O  -1.559  2.771  1.791  -0.652

The largest force on an atom is 0.057 hartree/bohr. For the gap between HOMO and LUMO, the calculation gives 6.71 eV. The calculation puts the LUMO energy at 0.9 eV. As for the molecular weight: 282.61 g/mol. As for the charge: -1.



(5)
Here is a cluster of 4 separate species, C12H28N4O4 in total from OMol25. Energies are from ωB97M-V with the def2-TZVPD basis set.

Each line ends with the Mulliken charge.
Cartesian coordinates (Å):
C  1.539  1.674  3.662  0.145
O  2.665  1.761  3.210  -0.592
N  0.513  2.421  3.162  0.119
C  -0.792  2.281  3.798  -0.937
C  0.555  3.256  1.979  -0.952
H  1.261  0.972  4.455  0.307
H  -1.294  3.239  3.945  0.335
H  -0.695  1.835  4.786  0.353
H  -1.440  1.641  3.188  0.267
H  0.637  4.304  2.267  0.332
H  1.364  2.951  1.321  0.271
H  -0.402  3.096  1.479  0.355
C  -3.042  -5.162  2.352  0.184
O  -2.578  -5.841  3.241  -0.573
N  -2.762  -3.865  2.121  0.099
C  -3.467  -3.089  1.121  -0.791
C  -1.792  -3.171  2.929  -0.898
H  -3.774  -5.546  1.623  0.260
H  -2.829  -2.761  0.297  0.252
H  -3.890  -2.209  1.606  0.304
H  -4.252  -3.709  0.692  0.283
H  -0.872  -2.932  2.387  0.261
H  -2.215  -2.247  3.332  0.322
H  -1.427  -3.706  3.803  0.307
C  2.239  -0.849  -4.245  0.155
O  3.068  -1.264  -3.462  -0.577
N  2.115  0.431  -4.655  0.160
C  1.060  0.789  -5.572  -0.946
C  2.830  1.578  -4.109  -0.968
H  1.495  -1.501  -4.725  0.291
H  0.526  -0.013  -6.075  0.324
H  1.483  1.402  -6.377  0.333
H  0.304  1.458  -5.148  0.323
H  3.723  1.323  -3.548  0.317
H  3.047  2.180  -4.991  0.345
H  2.188  2.153  -3.442  0.301
C  -0.400  1.586  -1.358  0.163
O  -1.516  1.980  -1.093  -0.588
N  0.270  0.614  -0.669  0.282
C  -0.283  -0.034  0.483  -0.905
C  1.678  0.426  -0.957  -1.109
H  0.165  2.011  -2.198  0.238
H  0.410  0.046  1.326  0.199
H  -0.427  -1.104  0.301  0.425
H  -1.249  0.387  0.752  0.242
H  2.222  0.555  -0.011  0.327
H  1.942  -0.541  -1.388  0.324
H  2.100  1.196  -1.593  0.328

Its relative energy (zero: lowest compared OMol25 entry of this formula, charge and spin) is 57.7 kcal/mol. The largest force on an atom is 0.039 hartree/bohr. For the gap between HOMO and LUMO, the calculation gives 9.85 eV. The calculation puts the LUMO energy at 0.4 eV. As for the molecular weight: 292.38 g/mol. As for the charge: 0. As for the SMILES: CN(C)C=O.CN(C)C=O.CN(C)C=O.CN(C)C=O.